# C2H8N3S

A gas-phase ion, C2H8N3S (charge +1) at a distorted geometry (wB97M-V/def2-TZVPD, the Open Molecules 2025 dataset).

Each line ends with the Mulliken charge.
Positions of all 14 atoms, in Å:
N 0.4409 -0.4859 -0.0461  -0.228
H -1.3526 -2.3513 -0.6067  0.261
H 0.0942 1.2244 -1.1982  0.336
H -0.1760 -3.6537 -0.5382  0.265
N -0.5046 -2.7568 -0.2803  -0.312
H -0.5724 4.3754 0.4833  0.285
H 0.7522 3.8618 -0.3897  0.293
N -0.1862 3.6280 -0.0106  -0.544
H 1.3966 -2.1281 0.5398  0.363
H -1.3728 0.8356 -0.0763  0.373
C 0.4801 -1.8925 0.0918  0.193
H 1.2503 -0.1905 0.4905  0.235
C -0.3020 0.8036 -0.2684  -0.538
S 0.1287 2.2437 1.1053  0.018

Results
ΔE to the lowest compared entry with this formula, charge and spin in kcal per mole: 39.8
SMILES string: NSCNC=[NH2+]
Gap between HOMO and LUMO in eV: 8.242
Net charge: +1